The following is a quantum chemistry calculation of the molecule C5H10N2S at a distorted geometry, from the OMol25 dataset.

Each line ends with the natural charge from an NBO analysis.
CARTESIAN COORDINATES (ANGSTROEM)
1 C -2.7365 -1.2786 -0.0901  -0.218
2 N -2.2785 -0.1098 -0.2620  -0.201
3 N -0.9616 0.0991 -0.1575  -0.263
4 C -0.4124 1.4699 0.0075  -0.202
5 C 1.1852 1.2646 -0.2400  -0.428
6 C 1.3434 -0.1167 0.3460  -0.295
7 S 2.9584 -0.9132 -0.2235  -0.079
8 C 0.0024 -0.9048 0.0302  -0.252
9 H -3.7906 -1.4646 -0.2321  0.194
10 H -2.0018 -2.1397 0.1680  0.148
11 H -0.9259 2.0739 -0.7096  0.214
12 H -0.6988 1.8509 1.0134  0.186
13 H 1.4448 1.1693 -1.3317  0.220
14 H 1.7445 2.0324 0.1732  0.220
15 H 1.5510 -0.1023 1.4774  0.224
16 H 3.7489 0.3047 0.0568  0.142
17 H 0.1058 -1.5900 -0.8695  0.196
18 H -0.2784 -1.6451 0.8437  0.194

Calculated values
* electronic energy: -704.12286 hartree
* SMILES: C=NN1CC[C@H](S)C1